No. 1
Below is a structure of composition C25H28BN8OS2W in a non-equilibrium geometry, with properties calculated with the ωB97M-V functional and the def2-TZVPD basis.

Summary:
HOMO (alpha / beta)   -2.836 / -2.893 eV
Strongest force on any atom   13.77 eV/Å
Orbital gap (alpha / beta)   5.3 / 5.4 eV
Spin multiplicity   3
Charge   -1

Each line ends with the natural charge from an NBO analysis.
Element x y z (Å)
1 W -0.57149 -0.24527 -0.40322  0.825
2 C -0.04036 -1.16455 1.77364  -0.035
3 N 1.17542 -1.39868 0.89171  -0.487
4 C 2.30706 -0.48796 1.06720  -0.206
5 C 2.61670 0.28127 -0.30956  -0.226
6 N 1.38927 0.78611 -1.04002  -0.505
7 C 0.73797 1.98908 -0.38146  0.016
8 C 1.66337 1.24599 -2.40351  0.176
9 C 2.84570 1.88355 -2.74206  -0.253
10 C 3.05553 2.34247 -4.03394  -0.267
11 C 2.06478 2.15564 -4.98877  -0.206
12 C 0.88327 1.51707 -4.65572  -0.215
13 C 0.64751 1.04480 -3.35764  -0.159
14 S -0.84486 0.21944 -2.95582  -0.077
15 C 1.34949 -2.80969 0.71110  0.161
16 C 1.98097 -3.59708 1.65606  -0.239
17 C 2.09126 -4.96678 1.45431  -0.263
18 C 1.56488 -5.52889 0.30031  -0.207
19 C 0.93459 -4.74052 -0.65248  -0.226
20 C 0.80776 -3.36104 -0.47426  -0.154
21 S 0.03718 -2.32180 -1.70586  -0.141
22 H 0.23546 -0.97655 2.97101  0.206
23 H -0.79912 0.03132 1.23883  0.359
24 H -1.12135 -2.35323 1.65943  0.339
25 H 2.08485 0.22978 1.85715  0.221
26 H 3.21035 -1.02932 1.35587  0.212
27 H 3.29976 1.10247 -0.08644  0.190
28 H 3.11180 -0.42890 -0.96886  0.235
29 H 1.63016 3.39495 -0.55392  0.184
30 H -0.49484 2.20949 -0.81528  0.294
31 H 0.64746 1.74332 1.15169  0.387
32 H 3.62352 2.04171 -2.00411  0.202
33 H 3.98576 2.83340 -4.28859  0.202
34 H 2.21828 2.49886 -6.00512  0.202
35 H 0.12006 1.35611 -5.40618  0.215
36 H 2.36742 -3.14291 2.56234  0.209
37 H 2.57590 -5.58745 2.19719  0.201
38 H 1.64462 -6.59760 0.13697  0.200
39 H 0.53218 -5.18545 -1.55357  0.215
40 C -4.76740 0.84250 -1.62261  -0.364
41 C -3.54542 0.24328 -1.96926  -0.022
42 N -2.68619 0.36269 -0.97262  -0.215
43 N -3.31747 1.03532 0.04138  -0.309
44 C -4.56789 1.33150 -0.35078  -0.019
45 B -2.66783 1.42841 1.50401  0.604
46 N -2.23674 0.06094 2.33013  -0.411
47 C -2.53490 -0.60710 3.56450  0.034
48 C -1.86803 -1.79657 3.92241  -0.382
49 C -0.93557 -2.25850 2.88521  -0.496
50 N -1.28861 -0.79120 1.77545  -0.470
51 N -1.34312 2.32804 1.25068  -0.448
52 C -0.88289 3.69241 1.58827  0.031
53 C 0.35979 4.17992 1.16991  -0.371
54 C 1.00939 3.07941 0.50592  -0.362
55 N -0.31899 1.71050 0.53632  -0.637
56 H -5.66256 0.90185 -2.21721  0.212
57 H -3.30280 -0.26428 -2.88388  0.228
58 H -5.25555 1.86318 0.28590  0.206
59 H -3.45975 2.03805 2.16001  -0.047
60 H -3.26941 -0.12678 4.19540  0.197
61 H -2.02779 -2.32340 4.84525  0.229
62 H -0.28927 -3.14858 2.85032  0.216
63 H -1.57560 4.30033 2.15102  0.212
64 H 0.76204 5.16002 1.33052  0.257
65 H 2.37942 2.97079 -0.22175  0.192
66 O -2.27509 -1.19583 0.14704  -0.650

***

No. 2
Below is a structure of composition C25H28BrCdF4NO2PSi, with properties calculated with the ωB97M-V functional and the def2-TZVPD basis.

Summary:
HOMO   -11.724 eV
Strongest force on any atom   0.49 eV/Å
Orbital gap   9.0 eV
Charge   +1

Each line ends with the natural charge from an NBO analysis.
Element x y z (Å)
1 Cd 0.00394 -0.33707 -0.15757  1.613
2 F -4.78378 4.95204 -0.99500  -0.256
3 C -3.65523 4.27689 -1.06511  0.321
4 C -2.73001 4.56055 -2.05295  0.278
5 F -2.96565 5.51464 -2.93368  -0.261
6 C -1.53988 3.84691 -2.09265  0.419
7 F -0.65845 4.19343 -3.02851  -0.297
8 C -1.23764 2.84078 -1.18240  -0.457
9 P 0.33789 1.92243 -1.28746  0.725
10 C 0.63294 1.59241 -3.03523  -0.295
11 C 1.85435 1.88554 -3.63091  -0.230
12 C 2.08233 1.51009 -4.94731  -0.185
13 C 1.10038 0.84288 -5.66223  -0.180
14 C -0.11450 0.53844 -5.06240  -0.192
15 C -0.34732 0.90510 -3.74990  -0.206
16 C 1.61830 3.01009 -0.63356  -0.302
17 C 1.97914 4.19608 -1.27823  -0.208
18 C 2.94081 5.01830 -0.71960  -0.201
19 C 3.54469 4.66739 0.48210  -0.170
20 C 3.19242 3.49114 1.12280  -0.198
21 C 2.23062 2.65969 0.56753  -0.218
22 C -2.18547 2.58671 -0.17826  -0.114
23 Br -1.94113 1.33854 1.23672  0.122
24 C -3.37526 3.29039 -0.12510  0.304
25 F -4.26856 3.05935 0.82572  -0.274
26 H 2.62553 2.41210 -3.08222  0.225
27 H 3.02968 1.74398 -5.41294  0.227
28 H 1.28232 0.55378 -6.68832  0.229
29 H -0.87803 0.00774 -5.61418  0.230
30 H -1.28956 0.64069 -3.28103  0.219
31 H 1.51845 4.46792 -2.21892  0.233
32 H 3.22043 5.93364 -1.22273  0.232
33 H 4.29427 5.31582 0.91541  0.230
34 H 3.66287 3.22159 2.05880  0.222
35 H 1.96186 1.73761 1.07221  0.227
36 C 3.64222 -2.93461 3.16130  -0.415
37 N 2.91712 -1.73207 2.74720  -0.377
38 C 3.35297 -0.43733 3.26681  -0.414
39 C 1.92825 -1.76117 1.86517  0.719
40 C 1.43935 -3.05633 1.29919  -0.734
41 O 1.38300 -0.67331 1.52539  -0.823
42 H 4.39021 -2.64482 3.89139  0.227
43 H 4.15144 -3.39853 2.31763  0.217
44 H 2.97099 -3.65444 3.62631  0.220
45 H 3.88765 -0.59537 4.19784  0.218
46 H 2.48826 0.19519 3.45027  0.230
47 H 4.01241 0.06136 2.55378  0.211
48 H 2.06739 -3.91129 1.52270  0.241
49 H 1.32143 -2.95498 0.21801  0.279
50 H 0.44226 -3.24306 1.70349  0.255
51 C -2.62810 -3.01914 -2.70047  -1.140
52 Si -1.48490 -3.02027 -1.21532  1.888
53 C -0.75990 -4.74199 -0.97350  -1.145
54 C -2.46829 -2.54564 0.33098  -1.157
55 O -0.28484 -1.92410 -1.42505  -1.417
56 H -3.40372 -3.78202 -2.60847  0.241
57 H -2.07045 -3.22353 -3.61560  0.242
58 H -3.12538 -2.05499 -2.82354  0.228
59 H -1.46468 -5.51769 -1.27631  0.246
60 H -0.49767 -4.94050 0.06721  0.222
61 H 0.14148 -4.86669 -1.57541  0.242
62 H -3.20481 -3.30063 0.61319  0.254
63 H -3.01534 -1.60884 0.18735  0.227
64 H -1.81227 -2.42317 1.20397  0.206

***

No. 3
Below is a structure of composition C25H28Cl5CoO2 in a non-equilibrium geometry, with properties calculated with the ωB97M-V functional and the def2-TZVPD basis.

Summary:
HOMO (alpha / beta)   -2.978 / -3.623 eV
Strongest force on any atom   3.58 eV/Å
Orbital gap (alpha / beta)   5.6 / 6.2 eV
Spin multiplicity   4
Charge   -1

Each line ends with the natural charge from an NBO analysis.
Element x y z (Å)
1 O 0.80852 0.65243 -1.18473  -0.601
2 C 2.29047 0.42257 -1.13010  -0.063
3 C 2.50729 0.51712 -2.60795  -0.468
4 H 2.47820 -0.56206 -0.70611  0.192
5 H 2.80132 1.22805 -0.59507  0.193
6 C 1.02248 0.89527 -2.63395  0.311
7 H 2.75372 -0.41825 -3.11089  0.219
8 H 3.13895 1.35217 -2.92388  0.201
9 C 0.22728 0.00628 -3.55588  -0.650
10 H 0.53194 -1.04469 -3.44354  0.231
11 H 0.45953 0.30956 -4.58850  0.208
12 H -0.85159 0.10264 -3.42168  0.232
13 C 0.91305 2.36226 -2.98094  -0.636
14 H 1.56148 2.94192 -2.31798  0.210
15 H -0.09388 2.75763 -2.89098  0.236
16 H 1.21122 2.49977 -4.02804  0.201
17 Co -0.63937 0.83164 0.47731  1.211
18 C -0.45211 3.24419 2.64032  -0.326
19 C 0.07571 1.96864 2.92409  -0.232
20 C 0.74381 1.46016 1.74979  -0.566
21 H 0.03377 1.46701 3.88594  0.206
22 C 0.63831 2.53787 0.72910  -0.383
23 C -0.13825 3.58246 1.30765  -0.248
24 H -0.37883 4.53518 0.83317  0.196
25 H -0.99211 3.87511 3.33940  0.203
26 H 1.47613 0.65324 1.71727  0.216
27 H 1.33368 2.67820 -0.09440  0.195
28 C -2.99712 2.15061 0.25676  -0.271
29 C -2.21177 2.75819 -0.75160  -0.315
30 C -1.70200 1.74472 -1.58207  -0.306
31 H -2.04314 3.82212 -0.89472  0.202
32 C -1.94468 0.46700 -0.96064  -0.560
33 C -2.84302 0.74016 0.16545  -0.301
34 H -3.47891 -0.00923 0.61659  0.225
35 H -3.69572 2.67326 0.90616  0.205
36 H -1.38957 1.85183 -2.61137  0.193
37 H -1.72912 -0.50130 -1.39026  0.220
38 O 1.59705 -2.87061 -2.10172  -0.558
39 C 0.54052 -2.63311 -1.13777  -0.092
40 C 1.20315 -2.67498 0.24624  -0.439
41 H -0.22675 -3.42425 -1.20727  0.172
42 H 0.02282 -1.68750 -1.36857  0.220
43 C 2.27648 -3.75646 0.06797  -0.436
44 H 0.49509 -2.88374 1.04653  0.243
45 H 1.68297 -1.70306 0.45409  0.198
46 C 2.54982 -3.71622 -1.45044  -0.070
47 H 1.88571 -4.73645 0.38804  0.207
48 H 3.18231 -3.53356 0.62944  0.210
49 H 2.45112 -4.71843 -1.89116  0.165
50 H 3.57036 -3.35691 -1.67097  0.170
51 Cl -2.98472 1.62743 3.29214  0.027
52 C -2.09078 0.15027 3.18851  -0.059
53 C -1.59575 -0.33923 1.97801  -0.307
54 C -1.73188 -1.71725 1.87359  -0.110
55 Cl -2.21682 -2.47866 0.38277  -0.013
56 C -1.58870 -2.55540 3.01031  -0.115
57 Cl -1.28709 -4.22971 2.82747  0.012
58 C -1.65643 -1.97500 4.29597  -0.139
59 Cl -1.53929 -2.92951 5.70469  0.023
60 C -1.93603 -0.59603 4.38596  -0.111
61 Cl -2.02882 0.18463 5.91246  0.020

***

No. 4
Below is a structure of composition C25H28Cl5IN2OSi2Ti in a non-equilibrium geometry, with properties calculated with the ωB97M-V functional and the def2-TZVPD basis.

Summary:
HOMO   -1.814 eV
Strongest force on any atom   3.48 eV/Å
Orbital gap   5.9 eV
Charge   -2

Each line ends with the natural charge from an NBO analysis.
Element x y z (Å)
1 Ti 0.12098 0.92669 0.19348  1.360
2 Cl 2.82309 1.27790 1.43775  0.088
3 C 2.59520 2.55193 0.26777  -0.050
4 C 1.47584 2.46504 -0.57159  -0.457
5 C 1.40310 3.53334 -1.47416  0.047
6 Cl 0.15439 3.58140 -2.68772  0.022
7 C 2.30179 4.60503 -1.49562  -0.122
8 Cl 2.11195 5.92506 -2.60770  0.000
9 C 3.37857 4.63105 -0.61914  -0.094
10 Cl 4.51403 5.93531 -0.64013  0.006
11 C 3.53474 3.57446 0.26599  -0.088
12 Cl 4.88299 3.56121 1.35558  0.005
13 I -0.17431 2.84456 2.40224  -0.518
14 C -1.48107 1.72441 -0.88894  -0.130
15 C -2.49561 2.60560 -0.48478  -0.278
16 C -3.60398 2.79151 -1.29102  -0.187
17 C -3.69922 2.09710 -2.49234  -0.309
18 C -2.65228 1.25325 -2.82640  0.052
19 N -1.58467 1.08372 -2.05975  -0.467
20 H -2.40857 3.13120 0.45681  0.231
21 H -4.39474 3.47041 -0.98666  0.189
22 H -4.56020 2.19945 -3.14240  0.190
23 H -2.67121 0.68888 -3.75667  0.168
24 C -1.21356 -0.17562 1.57289  -0.192
25 C -2.07200 -0.45048 2.71066  0.012
26 C -3.45022 -0.60584 2.51168  -0.218
27 C -4.29986 -0.82538 3.58287  -0.217
28 C -3.79519 -0.90536 4.87708  -0.253
29 C -2.43037 -0.75078 5.08283  -0.227
30 C -1.57774 -0.51922 4.01343  -0.205
31 H -3.83256 -0.55634 1.49934  0.235
32 H -5.36408 -0.94293 3.40999  0.191
33 H -4.45970 -1.07882 5.71573  0.188
34 H -2.02689 -0.80062 6.08813  0.193
35 H -0.51913 -0.37020 4.18038  0.224
36 O -2.17622 -1.11509 -0.38111  -0.586
37 N -1.44130 -0.36934 0.34526  -0.149
38 C -0.19820 -3.19616 0.91968  -1.144
39 Si 1.36832 -2.15628 0.74397  1.750
40 C 2.74376 -3.44155 0.44313  -1.124
41 C 1.78936 -1.54813 2.49489  -1.118
42 C 1.36503 -0.78924 -0.52034  -1.713
43 Si 1.22735 -1.30880 -2.29295  1.732
44 C 2.78122 -2.27695 -2.84022  -1.112
45 C 1.24446 0.14736 -3.48659  -1.124
46 C -0.23148 -2.41421 -2.71250  -1.140
47 H -0.70494 -2.96669 1.85940  0.235
48 H 0.05583 -4.26095 0.91827  0.210
49 H -0.91159 -3.00354 0.11734  0.270
50 H 2.86933 -4.07842 1.32468  0.211
51 H 3.70301 -2.96133 0.22826  0.219
52 H 2.50176 -4.08902 -0.40302  0.214
53 H 1.52533 -2.31960 3.22555  0.218
54 H 1.23753 -0.64284 2.75072  0.246
55 H 2.85792 -1.33726 2.60532  0.215
56 H 2.38353 -0.37191 -0.48988  0.258
57 H 3.68556 -1.70659 -2.60466  0.216
58 H 2.76584 -2.44646 -3.92216  0.208
59 H 2.86723 -3.24630 -2.34859  0.215
60 H 2.14239 0.75673 -3.34369  0.221
61 H 0.37384 0.78266 -3.32298  0.269
62 H 1.23576 -0.20887 -4.52215  0.208
63 H -0.12056 -3.40654 -2.26514  0.218
64 H -0.32000 -2.53517 -3.79693  0.210
65 H -1.14960 -1.96647 -2.32316  0.282

***

Question: Which value of strongest force on any atom does entry 3 give?
Answer: 3.58 eV/Å